Molecular formula: C10H21NO2P
Method: DFT, ωB97M-V/def2-TZVPD

CARTESIAN COORDINATES (ANGSTROEM)
C 5.20 -0.22 -0.03
C 6.19 -0.37 0.86
C 4.56 -1.08 -1.15
C 4.23 0.95 0.09
C 3.11 -0.97 -0.85
C 2.93 0.17 -0.02
C -6.01 -0.49 0.30
C -2.98 1.91 -1.11
C -4.81 -1.36 0.01
C -2.46 1.32 0.16
N 1.82 0.60 0.56
O -1.45 -0.75 1.42
O -3.66 -1.01 0.81
P -2.26 -0.51 0.04
H 6.52 0.35 1.54
H 6.82 -1.19 1.05
H 4.71 -0.48 -2.08
H 4.69 -2.16 -1.30
H 4.42 1.50 1.10
H 4.37 1.62 -0.69
H 2.57 -1.11 -1.78
H 2.91 -1.81 -0.19
H -5.93 0.61 -0.04
H -6.94 -0.91 -0.20
H -6.23 -0.45 1.45
H -2.32 1.70 -2.02
H -3.99 1.60 -1.40
H -2.85 3.07 -0.94
H -4.54 -1.33 -0.99
H -4.87 -2.40 0.33
H -3.18 1.45 1.01
H -1.55 1.74 0.54
H 0.93 0.10 0.37
H -1.76 -1.47 1.92
H 1.79 1.40 1.20

F_max (eV/Å): 4.98
Net charge: +1
Highest occupied orbital energy (eV): -11.17
Lowest unoccupied orbital energy (eV): -4.44
HOMO-LUMO gap (Eh): 0.248

Molecular formula: C4H6F2S
Method: DFT, ωB97M-V/def2-TZVPD

CARTESIAN COORDINATES (ANGSTROEM)
C 0.11 -0.29 -1.49
C 0.06 0.42 -0.18
C 1.17 -0.50 -0.47
C -1.44 -0.30 1.35
F 1.27 -1.68 0.17
F 2.43 -0.04 -0.67
S 0.22 2.16 -0.04
H -0.57 -1.11 -1.67
H 0.36 0.29 -2.37
H -2.33 -0.35 0.74
H -1.37 0.49 2.06
H -0.99 -1.24 1.61
H 1.09 2.16 0.97

F_max (eV/Å): 4.10
Net charge: 0
Highest occupied orbital energy (eV): -8.56
Lowest unoccupied orbital energy (eV): 0.49
HOMO-LUMO gap (Eh): 0.332

Molecular formula: C5H7Br
Method: DFT, ωB97M-V/def2-TZVPD

CARTESIAN COORDINATES (ANGSTROEM)
C -0.24 -2.13 -0.04
C -0.04 -1.01 -0.87
C 0.47 1.56 -0.44
C -0.10 1.03 0.91
C 0.09 0.18 -0.23
Br -3.26 0.77 -1.36
H -0.05 -3.18 -0.32
H -0.58 -2.17 1.02
H 0.28 -0.99 -1.81
H -0.16 2.26 -0.85
H 1.43 1.74 -0.57
H 0.65 1.03 1.76
H -1.02 1.43 1.30

F_max (eV/Å): 5.89
Net charge: 0
Highest occupied orbital energy (alpha / beta) (eV): -9.96 / -7.51
Lowest unoccupied orbital energy (alpha / beta) (eV): -0.92 / -3.21
HOMO-LUMO gap (alpha / beta) (Eh): 0.332 / 0.158

Molecular formula: C5H11N5O2
Method: DFT, ωB97M-V/def2-TZVPD

CARTESIAN COORDINATES (ANGSTROEM)
H 1.73 2.25 2.86
N 1.46 1.30 3.11
C 1.00 0.49 2.25
C 0.16 -0.68 2.64
C -1.30 -0.53 2.18
N 1.16 0.61 0.89
O 1.27 -0.59 0.22
H 0.55 -1.57 2.16
H 0.26 -0.82 3.72
H -1.84 0.25 2.72
H -1.32 -0.33 1.10
H -1.85 -1.47 2.34
H 1.97 1.20 0.62
H 0.62 -0.53 -0.49
O -1.57 1.61 -3.37
N -0.80 0.54 -2.98
C 0.49 0.62 -2.75
N 0.96 -0.61 -2.53
C -0.15 -1.37 -2.74
N -1.26 -0.71 -2.96
H -2.42 1.21 -3.62
H 1.02 1.57 -2.71
H -0.10 -2.45 -2.65

F_max (eV/Å): 1.87
Net charge: 0
Highest occupied orbital energy (eV): -8.75
Lowest unoccupied orbital energy (eV): 0.57
HOMO-LUMO gap (Eh): 0.343
Structure (SMILES): [H]/N=C(/CC)NO.On1cncn1

Molecular formula: C5H8N2
Method: DFT, ωB97M-V/def2-TZVPD

CARTESIAN COORDINATES (ANGSTROEM)
C -1.22 1.03 -0.27
C -0.03 -0.50 1.16
C -0.48 -1.39 0.01
N 0.07 -0.31 -0.85
C 1.08 -0.09 0.22
C 1.67 1.26 0.27
N 2.11 2.33 0.30
H -1.82 0.84 -1.17
H -1.82 1.05 0.62
H -0.60 1.92 -0.38
H 0.17 -0.88 2.16
H -1.54 -1.61 -0.15
H 0.12 -2.30 -0.17
H 0.38 -0.51 -1.81
H 1.88 -0.83 0.06

F_max (eV/Å): 1.13
Net charge: 0
Highest occupied orbital energy (alpha / beta) (eV): -7.25 / -7.25
Lowest unoccupied orbital energy (alpha / beta) (eV): 0.65 / 0.65
HOMO-LUMO gap (alpha / beta) (Eh): 0.290 / 0.290

Molecular formula: C16H15BClF3O
Method: DFT, ωB97M-V/def2-TZVPD

CARTESIAN COORDINATES (ANGSTROEM)
C -3.96 0.50 1.92
C -2.87 -0.40 1.53
C -2.65 -1.70 1.73
C -1.40 -2.05 1.16
C -0.94 -0.87 0.59
B 1.52 1.37 4.32
F 0.88 0.34 5.01
F 0.20 -0.53 0.05
F 0.77 2.38 3.86
O -1.87 0.06 0.68
H -4.97 0.03 2.03
H -3.77 1.03 2.86
H -4.05 1.24 1.13
H -3.29 -2.42 2.17
H -0.74 -2.84 1.43
Cl 3.66 4.17 -2.35
C 3.15 3.02 -1.20
C 2.56 3.46 -0.01
C 2.21 2.54 0.96
C 2.50 1.14 0.85
C 2.37 0.35 2.02
C 3.10 -0.98 2.06
C 3.75 -1.07 3.49
C 3.76 0.30 4.03
C 2.82 1.19 3.40
C 3.01 0.71 -0.43
C 3.36 1.64 -1.42
H 2.43 4.53 0.20
H 1.79 2.91 1.89
H 2.41 -1.82 1.86
H 3.95 -1.11 1.36
H 3.14 -1.72 4.14
H 4.76 -1.52 3.41
H 4.48 0.61 4.78
H 3.24 2.21 3.30
H 3.25 -0.34 -0.58
H 3.84 1.31 -2.34

F_max (eV/Å): 3.31
Net charge: 0
Highest occupied orbital energy (eV): -6.18
Lowest unoccupied orbital energy (eV): -1.76
HOMO-LUMO gap (Eh): 0.162

Values of E, in order: -939.9183; -753.8011; -2768.5407; -621.2362; -304.6065; -1478.4725, all in Ha.
Values of ΔE to the lowest compared entry with this formula, charge and spin, in order: 23.2; 68.6; 91.9; 128.1; 143.7; 77.9, all in kcal per mole.